{
  "formula": "C69H79O19P2",
  "method": "wB97M-V/def2-TZVPD",
  "elements": ["H", "H", "C", "H", "H", "O", "H", "C", "H", "H", "H", "C", "C", "C", "C", "C", "C", "H", "H", "C", "O", "H", "C", "C", "C", "H", "H", "C", "O", "H", "C", "H", "C", "C", "C", "C", "C", "O", "H", "C", "H", "C", "C", "H", "H", "H", "O", "H", "H", "H", "H", "H", "H", "H", "C", "C", "C", "C", "C", "H", "H", "C", "H", "C", "O", "C", "C", "C", "C", "C", "O", "H", "H", "H", "H", "H", "H", "C", "O", "C", "O", "C", "H", "H", "H", "C", "C", "C", "H", "C", "H", "C", "C", "H", "O", "H", "H", "C", "H", "C", "H", "C", "H", "C", "O", "C", "C", "C", "O", "C", "H", "C", "H", "H", "C", "O", "C", "C", "O", "H", "C", "H", "H", "H", "H", "O", "O", "H", "C", "H", "H", "H", "O", "P", "C", "P", "H", "H", "H", "H", "H", "H", "C", "H", "H", "C", "H", "C", "H", "H", "H", "C", "H", "C", "C", "H", "C", "H", "C", "C", "H", "H", "H", "C", "H", "C", "H", "O", "O"],
  "xyz": [[2.787944, 4.078741, 2.673238], [4.827627, -3.032656, -4.662513], [0.053142, -7.061854, -2.428124], [-0.638566, -6.095662, -4.206168], [-5.340005, -4.062491, -0.998754], [4.242537, 1.318128, 4.958635], [-9.879185, 1.580982, -4.828491], [-0.925151, -6.993059, 1.326711], [-2.042891, -5.217103, 2.747664], [2.904922, -2.722762, -0.230857], [1.098274, -7.088892, -2.109471], [2.627110, 0.280882, 0.137003], [-12.411888, 0.534003, -2.720896], [-3.291967, -3.489049, -1.344262], [3.130058, -4.596046, 0.797112], [1.168705, -1.461594, -1.955205], [4.363355, -3.867555, 1.293238], [-7.624937, 3.322004, -3.926851], [-4.105523, 4.962979, 0.741310], [9.210191, 9.698738, -1.398118], [-8.427922, 1.432990, -2.681696], [-1.288346, -7.857434, 1.891194], [5.438610, 2.908704, -2.691559], [-0.129063, -7.499023, 0.104854], [-0.879886, -7.182086, -1.209013], [-3.415771, -1.755488, 2.585294], [-0.256627, -3.506086, 1.883856], [-6.853937, 4.211821, -2.171491], [0.320134, 3.325411, 3.005580], [7.028032, 5.617404, -1.120496], [2.832490, 4.131920, 6.123294], [-5.547131, -5.754446, -2.576990], [-4.370927, -4.551931, -1.147877], [3.288976, 4.257211, 4.718602], [6.532483, 9.592169, -0.383265], [2.067636, 2.679165, -1.043605], [-6.219514, 6.523158, -3.740204], [-13.594554, 0.266646, -2.732466], [0.280564, -4.109072, -0.598643], [2.471884, 3.992477, 3.702942], [1.588777, -3.134422, 0.902593], [7.373345, 8.372537, -0.456033], [1.430121, 3.700293, 6.352910], [8.580523, 5.268736, -3.039059], [-4.967891, 2.798614, 1.604731], [4.370831, -5.308726, -3.097288], [-1.760899, 5.214355, -0.338876], [-0.983067, -5.383178, 4.154284], [-3.681162, -3.822752, 1.467388], [1.960839, 1.580428, -2.845513], [3.411060, -5.404619, 0.128696], [0.698447, -1.428150, -0.962317], [5.533098, 9.463965, 0.012693], [-4.038002, -5.018805, -3.229788], [2.257958, 2.579668, 0.316301], [2.787063, -0.447190, 7.669040], [2.231622, -3.516866, 0.095736], [-6.863718, 5.333674, -4.353012], [2.408459, 0.346927, -1.185353], [-2.692264, -1.619790, -0.380190], [-6.013518, 7.353751, -4.403372], [7.467554, 3.587562, -3.893322], [-0.242563, -3.208979, -2.636399], [-1.673017, -2.716670, 3.369787], [8.229019, 3.427206, -4.826764], [-9.611787, 1.164653, -2.693420], [-3.324498, -2.483624, -0.166062], [3.705443, 0.414997, 5.564857], [-0.565059, -3.689987, 2.917744], [-0.195784, -5.764668, -3.261292], [2.440884, -0.752769, -1.996029], [-1.173121, -1.913376, 3.917159], [-1.478062, -6.278325, -1.061328], [-1.987184, -3.798741, 0.816536], [2.696729, 1.342087, 1.970309], [0.503657, -0.905075, -2.632125], [10.209629, 9.825639, -1.794274], [7.700621, 4.654304, -2.888520], [4.133654, -3.104804, 2.441030], [0.612455, 3.439103, 5.337043], [3.866241, -3.113774, -4.618004], [-3.987249, 2.893719, 1.155182], [-3.489834, -2.983584, -2.293815], [1.944879, -5.654599, -3.362159], [3.610695, -0.931592, 3.841777], [1.307641, -4.111756, -0.983412], [-11.611599, 0.436910, -1.474169], [6.993979, 10.772770, -0.786795], [-9.713190, 0.662817, -0.563030], [2.769955, -1.852873, 5.555261], [2.633202, -4.983382, 1.691746], [2.141850, 1.550501, -1.778158], [-6.211883, 5.399893, -1.559868], [-0.085419, -8.590026, 0.191546], [5.463218, -3.876449, 0.778809], [-2.354904, -3.237389, 4.048848], [-1.587882, -7.997035, -1.394159], [-2.480330, -2.153964, 2.186947], [1.116396, 3.614266, 7.386036], [-10.410427, 1.261867, -3.940375], [-3.954639, -6.417786, -2.147896], [1.101819, -4.987599, -3.581206], [6.119845, 1.954783, -4.454903], [-0.091001, -6.141398, 2.321415], [-3.599291, 0.598551, 1.498902], [3.357286, -0.859763, 4.892198], [3.374631, 0.545176, 7.006291], [-2.179602, 4.154700, 0.082137], [3.573092, 4.372427, 7.055710], [-3.173884, 1.654404, 1.077592], [-1.803744, -6.409921, 1.042128], [6.870756, 4.838951, -1.864118], [1.844107, 3.629483, -1.509092], [2.509769, -2.791902, 5.082553], [-7.156853, 4.180885, -3.466068], [4.912919, 4.138944, -0.755047], [-1.827201, 1.757533, 0.466754], [6.272467, 2.728890, -3.713507], [8.790541, 11.997237, -1.691243], [4.560841, 2.291761, -2.542418], [-10.313829, 0.728381, -1.461470], [2.176095, 3.445354, 0.952866], [-1.949946, -1.347875, 1.682253], [1.129230, -2.622141, -4.031896], [2.537397, -0.374111, 8.720133], [6.951411, 7.294993, -0.089850], [-7.138912, 5.306576, -5.534578], [-0.952403, -5.169588, -2.739205], [-3.527590, 4.052563, 0.693659], [6.396400, 11.674314, -0.742644], [-12.142451, 0.117564, -0.586455], [-4.193979, -5.176163, -0.270028], [1.899922, -2.627095, 7.603913], [3.496287, -3.286949, -2.984415], [2.437130, -1.724829, 6.996085], [1.230519, -3.262379, -2.713493], [0.904699, -7.148475, 0.106319], [1.118467, -4.795497, -4.659658], [-0.083867, -7.922881, -3.088295], [-7.059840, 3.379004, -1.511043], [-2.290689, -3.928482, -1.383045], [0.320292, -3.526413, 3.542643], [2.545573, 1.409803, 0.900868], [3.227967, -2.758413, 2.389429], [-0.386368, 3.009935, -0.444582], [-11.708097, 0.970521, -3.953279], [0.329572, -6.818907, 3.069930], [8.748484, 8.518473, -0.994489], [4.314253, 4.570527, 4.572564], [-0.413752, 3.125695, 5.483776], [1.563667, -5.162801, -1.132551], [-2.850600, -3.205484, 1.122548], [0.730169, -5.622766, 1.822138], [8.369357, 10.920368, -1.325357], [-4.506620, -5.504473, -2.373607], [-1.246878, 0.844031, 0.418713], [-5.916322, 6.553440, -2.445537], [-5.445546, 7.409875, -1.979615], [5.671586, 3.977031, -1.686626], [-1.366039, 2.916640, 0.004451], [-12.307885, 1.035939, -4.852070], [2.862656, -0.649374, 0.637840], [3.637665, 1.484609, 7.478726], [-1.005436, -5.157563, 3.084459], [9.346067, 7.616313, -1.038504], [1.068768, 3.564428, 3.929414], [-4.360034, -2.154307, -0.035165], [-5.936957, 5.429074, -0.377143], [4.162127, -4.728386, -2.342528]],
  "atomic_forces_ev_per_a": [[0.0, 0.0, 0.0], [-0.3, 0.3, 0.0], [-0.4, 0.5, -0.2], [-0.2, 0.2, 0.1], [0.1, 0.1, 0.1], [0.0, 0.1, 0.0], [0.0, 0.0, 0.0], [0.9, 0.0, 0.5], [0.0, -0.3, 0.0], [-0.3, 0.1, -0.4], [-0.1, 0.0, 0.1], [0.5, -1.4, 1.8], [-0.1, 0.0, 0.0], [-0.5, 0.4, 0.8], [0.3, 0.8, 0.3], [0.2, -0.1, -0.8], [1.4, -0.2, -0.8], [0.0, 0.0, 0.0], [0.0, 0.0, 0.0], [0.0, -0.1, 0.0], [-0.1, 0.0, 0.0], [-0.2, 0.1, -0.1], [0.0, 0.0, -0.1], [-1.1, -0.5, 0.1], [0.7, -0.4, 0.1], [0.1, 0.3, -0.2], [-0.1, 0.1, 0.1], [0.0, 0.0, 0.0], [0.0, 0.1, 0.1], [-0.1, -0.3, -0.2], [0.1, 0.0, 0.0], [0.0, 0.0, -0.1], [-0.3, -0.6, -0.8], [-0.1, 0.0, 0.0], [0.0, 0.1, 0.0], [-0.2, 1.1, 0.4], [0.0, 0.0, 0.0], [0.1, 0.0, 0.0], [-0.1, 0.1, -0.2], [0.0, 0.1, 0.1], [0.2, 0.4, -0.2], [0.0, -0.1, 0.0], [0.0, 0.0, 0.0], [0.0, 0.0, 0.0], [0.0, 0.0, 0.0], [-0.2, -0.2, 0.4], [0.0, 0.0, 0.0], [-0.2, 0.0, 0.0], [0.3, -0.3, 0.1], [0.0, -0.2, -0.1], [0.1, 0.1, -0.1], [0.4, -0.1, 0.2], [0.0, -0.1, 0.0], [-0.2, -0.2, -0.2], [-0.3, 2.4, 0.4], [0.0, 0.1, 0.0], [-0.1, -0.9, 0.8], [0.0, 0.0, 0.0], [0.0, -1.1, -2.0], [0.0, 0.0, 0.0], [0.0, 0.0, 0.0], [0.1, 0.0, -0.1], [0.0, 0.2, 0.2], [0.5, 0.0, -0.6], [0.0, 0.0, 0.1], [0.1, 0.0, 0.0], [0.0, -1.1, -0.3], [0.0, 0.0, -0.1], [-0.2, -0.3, 0.6], [0.5, -1.0, -0.1], [-0.4, -0.2, 0.9], [-0.4, 0.2, 0.1], [0.2, 0.1, -0.2], [-0.1, -0.3, 0.3], [0.1, 0.1, 0.1], [-0.1, -0.2, 0.0], [0.0, 0.0, 0.0], [-0.1, 0.0, 0.1], [0.1, 0.2, -0.6], [0.0, 0.0, 0.1], [-0.3, -1.4, 0.0], [0.0, 0.0, 0.0], [0.2, 0.0, 0.0], [0.1, 0.2, 0.1], [0.1, 0.0, 0.0], [0.5, 0.0, 0.3], [0.0, 0.0, 0.0], [0.0, 0.0, 0.0], [0.0, 0.0, 0.0], [0.0, 0.0, 0.0], [-0.1, -0.2, -0.3], [-0.4, 0.2, -1.7], [0.0, 0.0, 0.1], [0.3, 0.0, -0.1], [-1.6, -0.1, 1.2], [0.1, 0.0, 0.1], [-0.2, 0.2, 0.1], [-0.2, -0.9, 0.3], [0.0, 0.0, 0.0], [0.0, 0.0, 0.0], [0.0, -0.1, -0.3], [-0.8, -0.2, -0.2], [0.0, 0.0, 0.0], [-1.0, -0.4, 0.3], [-0.1, 0.2, 0.0], [-0.1, -0.1, 0.0], [0.0, 0.0, 0.1], [0.1, -0.1, 0.0], [-0.1, 0.0, 0.0], [0.0, 0.0, 0.0], [0.1, 0.0, -0.3], [0.1, 0.1, 0.1], [0.0, 0.1, 0.0], [0.0, 0.0, 0.0], [0.0, 0.1, 0.0], [0.1, 0.1, 0.0], [0.0, 0.0, 0.0], [0.0, 0.0, 0.0], [0.0, -0.1, 0.0], [0.0, 0.0, 0.1], [0.0, 0.0, 0.0], [-0.1, 0.3, -0.2], [0.1, 0.0, 0.2], [0.3, 0.2, -0.1], [0.0, 0.0, 0.0], [0.1, 0.4, 0.2], [0.0, 0.0, 0.1], [0.2, 0.2, -0.2], [0.1, 0.0, 0.1], [0.0, 0.0, 0.0], [0.0, 0.0, 0.0], [0.1, 0.2, 0.1], [0.0, 0.1, 0.0], [1.9, 2.2, 2.1], [0.0, -0.1, 0.0], [-1.3, -0.8, -1.2], [-0.1, 0.3, -0.1], [0.2, 0.2, 0.1], [0.1, -0.1, 0.1], [0.0, 0.0, 0.0], [-0.1, 0.0, -0.2], [0.1, -0.1, -0.1], [0.2, -0.8, 1.2], [0.1, -0.4, 0.1], [0.0, 0.0, 0.0], [0.0, 0.0, 0.0], [0.4, 0.0, -0.2], [0.0, 0.0, 0.0], [0.0, 0.0, 0.0], [0.0, 0.0, 0.0], [0.1, 0.1, 0.0], [-0.2, 1.5, -0.5], [-0.2, 0.0, 0.0], [0.0, 0.1, 0.0], [0.5, 0.4, 0.8], [0.0, 0.0, 0.0], [0.0, 0.0, 0.0], [0.0, 0.0, 0.0], [0.0, -0.1, 0.0], [0.0, 0.0, 0.0], [0.0, 0.0, 0.0], [0.0, -0.2, -0.3], [0.0, 0.0, 0.0], [0.7, 0.6, -0.2], [0.0, 0.0, 0.0], [0.0, 0.0, -0.1], [0.1, 0.3, 0.0], [-0.2, 0.1, -0.1], [-0.4, -0.3, -1.7]],
  "lumo_ev": -0.75,
  "homo_lumo_gap_ev": 2.18,
  "mol_weight_g_mol": 1274.32,
  "total_charge": -1,
  "multiplicity": 1
}